Record 1
Entry from OMol25: a cluster of 2 separate species, C8H13BO in total in a non-equilibrium geometry (ωB97M-V with the def2-TZVPD basis set).

The geometry in XYZ format:
```
23
Properties=species:S:1:pos:R:3
B 0.629 -0.386 -0.706
C 1.861 -0.267 -1.550
C 2.888 -1.099 -1.407
C 2.669 -2.298 -0.561
C 1.570 -2.602 0.144
C 0.372 -1.627 0.239
C -0.951 1.621 1.487
C -2.878 2.303 0.090
C -1.863 1.241 0.277
O -1.107 1.153 -0.856
H 2.165 0.470 -2.246
H 3.845 -1.259 -1.955
H 3.517 -3.072 -0.689
H 1.634 -3.510 0.766
H -0.008 -1.477 1.195
H -0.489 -2.265 -0.207
H -0.185 2.137 0.953
H -1.544 2.212 2.251
H -0.532 0.785 1.928
H -3.118 2.507 1.126
H -3.670 1.856 -0.492
H -2.501 3.265 -0.310
H -2.304 0.312 0.522
```

Results
charge	0
multiplicity	1
E_LUMO (spin up / spin down)	-0.0328 / -0.0328	Eh
HOMO (spin up / spin down)	-8.339 / -8.339	eV
total energy	-11225.88525	eV

***

Record 2
Entry from OMol25: the ion C4H12N4S with charge +2 in a non-equilibrium geometry (ωB97M-V with the def2-TZVPD basis set).

The geometry in XYZ format:
```
21
Properties=species:S:1:pos:R:3
C -2.133 -0.142 0.008
C 0.424 0.352 -0.801
C 2.492 0.374 0.293
C 1.141 -1.630 0.290
N -1.765 0.878 0.804
N 1.316 -0.291 -0.113
N -3.231 -0.803 0.228
N 0.499 1.524 -1.376
S -1.178 -0.550 -1.361
H 2.228 1.262 0.832
H 3.042 -0.082 1.164
H 3.299 0.527 -0.528
H 1.277 -1.902 1.373
H 0.259 -2.041 -0.057
H 2.046 -2.350 -0.218
H -2.366 1.438 1.409
H -0.958 1.507 0.690
H -3.882 -0.373 0.899
H -3.478 -1.632 -0.333
H 1.403 2.019 -1.518
H -0.435 1.916 -1.688
```

Results
charge	+2
multiplicity	1
E_LUMO	-0.3022	Eh
HOMO	-18.288	eV
total energy	-21120.71391	eV

***

Record 3
Entry from OMol25: a structure of composition C6H7FO in a non-equilibrium geometry (ωB97M-V with the def2-TZVPD basis set).

The geometry in XYZ format:
```
15
Properties=species:S:1:pos:R:3
C 1.018 -0.485 -0.467
C 0.460 1.026 -0.410
C 0.539 1.079 1.056
C 0.027 -0.383 0.814
C -1.264 -0.127 -0.093
C -0.997 0.838 -0.864
H 2.761 -0.075 -0.928
H 0.669 -1.259 -1.345
H 0.996 1.925 -0.624
H 1.544 1.144 1.307
H -0.094 1.732 1.606
H 0.025 -1.460 1.269
H -1.574 1.698 -1.533
O 2.296 -0.952 -0.150
F -2.376 -0.864 0.136
```

Results
charge	0
multiplicity	1
E_LUMO	0.0132	Eh
HOMO	-9.537	eV
total energy	-11094.03045	eV

***

Record 4
Entry from OMol25: a structure of composition C2H2N2O in a non-equilibrium geometry (ωB97M-V with the def2-TZVPD basis set).

The geometry in XYZ format:
```
7
Properties=species:S:1:pos:R:3
O -1.394 0.440 -0.748
N -0.774 -0.636 -0.941
C 0.346 -0.819 -0.287
C 0.587 0.397 0.489
N -0.276 1.308 0.409
H 0.949 -1.706 -0.435
H 0.562 1.017 1.513
```

Results
charge	0
multiplicity	1
E_LUMO	0.0138	Eh
HOMO	-10.385	eV
total energy	-7128.57601	eV

***

Record 5
Entry from OMol25: a cluster of 2 separate species, C4H8O3 in total (ωB97M-V with the def2-TZVPD basis set).

The geometry in XYZ format:
```
15
Properties=species:S:1:pos:R:3
C 1.931 -0.954 0.596
C 0.810 0.005 0.204
O 1.308 1.143 -0.448
C -0.199 -0.693 -0.684
O -0.505 -0.236 -1.768
H 1.537 -1.803 1.166
H 2.655 -0.424 1.220
H 2.451 -1.329 -0.292
H 0.266 0.301 1.114
H 0.876 1.154 -1.319
H -0.621 -1.645 -0.319
C -2.633 1.129 0.124
O -2.214 0.258 0.849
H -2.330 1.194 -0.937
H -3.333 1.900 0.495
```

Results
charge	0
multiplicity	1
E_LUMO	0.0214	Eh
HOMO	-10.238	eV
total energy	-10418.90558	eV

***

Record 6
Entry from OMol25: a structure of composition C35H37FP2Ru in a non-equilibrium geometry (ωB97M-V with the def2-TZVPD basis set).

The geometry in XYZ format:
```
76
Properties=species:S:1:pos:R:3
Ru 1.084 -0.994 -6.245
C -0.862 -0.169 -1.661
C -2.014 -0.213 -2.372
C -2.928 0.929 -2.621
C -2.498 1.829 -3.782
C -1.039 2.083 -3.936
C -0.098 2.273 -2.995
C -0.404 2.380 -1.546
C -0.390 0.995 -0.847
C 2.069 0.233 -4.855
H -0.401 -1.103 -1.360
H -2.509 -1.197 -2.493
H -3.137 1.522 -1.726
H -3.914 0.519 -2.867
H -2.832 1.310 -4.696
H -3.074 2.768 -3.705
H -0.702 2.024 -4.979
H 0.961 2.195 -3.283
H -1.376 2.882 -1.391
H 0.396 2.983 -1.088
H 0.617 0.780 -0.450
H -1.016 1.082 0.056
H 1.805 0.042 -3.796
H 2.419 1.286 -4.893
H 2.969 -0.387 -5.101
P -0.314 -1.655 -7.758
P 1.274 0.725 -7.557
C -1.203 -0.117 -8.201
C -0.438 1.005 -8.152
C -0.448 -2.727 -9.252
C -1.424 -2.490 -10.236
C -1.664 -3.422 -11.247
C -0.894 -4.589 -11.318
C 0.067 -4.842 -10.330
C 0.284 -3.926 -9.298
C -1.495 -2.551 -6.681
C -1.247 -2.480 -5.332
C -2.044 -3.160 -4.429
C -3.097 -3.943 -4.904
C -3.429 -3.933 -6.260
C -2.623 -3.227 -7.150
C 2.175 0.899 -9.235
C 1.996 -0.121 -10.181
C 2.490 0.000 -11.486
C 3.232 1.128 -11.857
C 3.420 2.158 -10.937
C 2.868 2.053 -9.654
C 1.766 2.410 -6.982
C 3.125 2.579 -6.639
C 3.529 3.623 -5.801
C 2.593 4.573 -5.387
C 1.299 4.533 -5.908
C 0.892 3.477 -6.734
H -2.263 -0.161 -8.463
H -0.742 1.977 -8.539
H -2.027 -1.585 -10.180
H -2.475 -3.243 -11.957
H -1.059 -5.293 -12.134
H 0.626 -5.782 -10.369
H 1.001 -4.156 -8.508
H -0.364 -1.863 -4.917
H -1.859 -3.009 -3.373
H -3.715 -4.476 -4.186
H -4.263 -4.536 -6.631
H -2.830 -3.258 -8.222
H 1.417 -1.012 -9.915
H 2.302 -0.782 -12.226
H 3.641 1.222 -12.866
H 3.981 3.056 -11.207
H 2.975 2.917 -9.006
H 3.863 1.838 -6.966
H 4.557 3.680 -5.439
H 2.865 5.344 -4.661
H 0.584 5.323 -5.667
H -0.108 3.462 -7.169
F 0.396 -1.213 -3.918
```

Results
charge	+2
multiplicity	5
E_LUMO (spin up / spin down)	-0.2198 / -0.3619	Eh
HOMO (spin up / spin down)	-14.116 / -14.084	eV
total energy	-60748.59663	eV

***

Record 7
Entry from OMol25: a cluster of 2 separate species, C22H29N5O5 in total in a non-equilibrium geometry (ωB97M-V with the def2-TZVPD basis set).

The geometry in XYZ format:
```
61
Properties=species:S:1:pos:R:3
C 4.368 8.045 -3.502
C 5.565 7.259 -2.972
O 5.219 5.870 -2.835
C 4.569 5.509 -1.693
O 4.357 6.239 -0.729
C 4.092 4.125 -1.635
C 3.443 3.502 -0.593
C 3.162 2.136 -1.004
C 2.531 1.075 -0.353
C 2.402 -0.166 -1.001
C 1.728 -1.280 -0.322
C 0.667 -1.152 0.535
N 0.245 -2.387 1.000
C 1.053 -3.259 0.447
N 1.989 -2.640 -0.374
C 3.108 -3.315 -1.047
C 2.905 -0.310 -2.307
C 3.531 0.761 -2.959
C 3.656 1.979 -2.292
N 4.218 3.191 -2.663
H 4.645 9.092 -3.655
H 3.538 8.007 -2.792
H 4.035 7.628 -4.457
H 5.909 7.689 -2.024
H 6.393 7.348 -3.682
H 3.190 3.957 0.361
H 2.159 1.217 0.657
H 0.206 -0.207 0.806
H 0.998 -4.330 0.617
H 4.005 -2.688 -1.018
H 3.342 -4.259 -0.546
H 2.854 -3.527 -2.090
H 2.793 -1.252 -2.832
H 3.909 0.645 -3.969
H 4.667 3.380 -3.558
C -7.164 -2.770 4.309
N -6.081 -2.665 3.332
C -6.111 -3.153 2.085
O -7.103 -3.714 1.627
C -4.894 -2.960 1.167
N -4.111 -1.706 1.331
C -3.428 -1.300 2.401
C -2.731 0.033 2.294
O -3.349 -1.947 3.436
C -4.014 -4.224 1.200
C -2.841 -4.163 0.223
O -3.506 -4.481 2.487
H -6.880 -3.474 5.092
H -7.358 -1.794 4.755
H -8.079 -3.128 3.831
H -5.198 -2.281 3.648
H -5.313 -2.928 0.162
H -4.087 -1.091 0.535
H -2.128 0.054 1.389
H -3.474 0.828 2.270
H -2.083 0.160 3.161
H -4.635 -5.074 0.915
H -2.289 -5.102 0.266
H -3.213 -4.016 -0.790
H -2.170 -3.347 0.487
H -3.208 -3.639 2.871
```

Results
charge	0
multiplicity	1
E_LUMO	0.0015	Eh
HOMO	-8.096	eV
total energy	-40974.22017	eV

***

What did we get for relative energy (zero: lowest compared OMol25 entry of this formula, charge and spin)? Answer: 100.70 0.00 138.37 121.47 48.38 80.53 10.12 kcal/mol, in the order shown.